[1]
# C51H60N6O2Tl

A molecular structure, C51H60N6O2Tl (the ωB97M-V functional and the def2-TZVPD basis, the OMol25 dataset).

```
120
Properties=species:S:1:pos:R:3:lowdin_charge:R:1
Tl 0.7845 1.0098 0.9567 1.1397
C 1.8863 -1.6140 4.8936 -0.0480
C 1.5524 -1.2082 3.5790 -0.1108
N 1.3874 0.0084 3.0869 0.0189
C 1.0971 1.0550 3.8736 -0.2971
C 2.2310 0.5068 6.0527 -0.1003
C 2.3137 -0.8754 6.0113 -0.0341
C 2.8150 1.6658 6.5200 -0.0651
C 2.5559 2.8933 5.8826 -0.0541
C 2.1144 3.1871 4.5726 -0.0321
C 1.7280 2.3158 3.5357 -0.2284
N 1.9419 2.4707 2.2050 0.0175
C 2.7980 3.3381 1.5567 -0.1900
C 3.8353 4.0483 2.1301 -0.0078
C 4.6045 4.9634 1.3862 -0.0601
C 4.3666 5.1895 0.0612 -0.0396
C 3.3863 4.4159 -0.5959 -0.1461
C 3.1287 4.5190 -1.9806 0.0129
C 2.2263 3.6853 -2.5794 -0.0301
C 1.5852 2.7187 -1.7923 -0.1030
N 1.7849 2.6207 -0.5000 0.0457
C 2.6400 3.4620 0.1314 -0.1373
H 2.0260 -2.6856 4.9776 0.0989
H 1.5419 -1.9957 2.8293 0.1087
H 2.7686 -1.4300 6.8269 0.1158
H 3.5902 1.6494 7.2804 0.1109
H 2.9778 3.7565 6.3868 0.1056
H 2.3223 4.2022 4.2561 0.1055
H 4.0639 3.8975 3.1745 0.1048
H 5.3918 5.5076 1.8927 0.1125
H 4.9241 5.9333 -0.4929 0.1156
H 3.6642 5.2618 -2.5598 0.1258
H 2.0133 3.7436 -3.6378 0.1120
H 0.9006 2.0029 -2.2380 0.1179
C 0.5072 -3.0425 -5.2020 -0.0369
C 0.7036 -3.9356 -3.9664 -0.5500
C 1.7785 -4.9766 -4.2915 -0.0589
C -0.6091 -4.6751 -3.6610 -0.0344
C 1.0771 -3.0678 -2.7634 -0.1318
C 0.2561 -2.0697 -2.3757 0.0329
C 0.5732 -1.2380 -1.2532 -0.1418
N -0.1874 -0.2818 -0.7554 0.1028
C -1.4504 0.0773 -1.0297 -0.1955
C -2.4299 -0.7399 -1.6710 0.0082
C -3.6480 -0.2499 -2.0092 -0.1453
C -3.9307 1.1180 -1.6874 0.0669
C -3.1008 1.9408 -0.9814 -0.0712
C -1.8134 1.4237 -0.5791 -0.2890
O -1.0201 2.1134 0.1192 -0.0979
C -3.5115 3.3574 -0.5696 -0.5309
C -2.5107 4.3851 -1.1274 -0.0318
C -3.5591 3.4450 0.9675 -0.0306
C -4.8989 3.7219 -1.1027 -0.0634
C -4.6653 -1.1537 -2.7093 -0.5513
C -4.0684 -1.6300 -4.0443 -0.0358
C -4.9705 -2.3718 -1.8253 -0.0396
C -5.9811 -0.4293 -3.0043 -0.0586
C 1.9037 -1.3679 -0.6176 -0.2346
O 2.2798 -0.5464 0.2502 -0.0558
C 2.7539 -2.4654 -1.0274 -0.0682
C 2.3026 -3.2676 -2.0295 0.0783
C 4.1351 -2.6508 -0.3916 -0.5302
C 4.0297 -2.7915 1.1364 -0.0354
C 4.8369 -3.9023 -0.9242 -0.0617
C 5.0058 -1.4296 -0.7432 -0.0279
H 0.2894 -3.6614 -6.0749 0.0909
H 1.4096 -2.4633 -5.4106 0.0948
H -0.3234 -2.3450 -5.0727 0.0756
H 1.4608 -5.5581 -5.1579 0.0909
H 1.9322 -5.6758 -3.4660 0.0905
H 2.7336 -4.5078 -4.5404 0.0928
H -0.8952 -5.2960 -4.5132 0.0926
H -1.4254 -3.9750 -3.4651 0.0633
H -0.4977 -5.3227 -2.7881 0.0942
H -0.6218 -1.8461 -2.9589 0.0995
H -2.2157 -1.7886 -1.8142 0.1052
H -4.8938 1.5076 -1.9797 0.0894
H -1.5177 4.2505 -0.7036 0.0730
H -2.8534 5.3943 -0.8887 0.0898
H -2.4423 4.3007 -2.2155 0.0929
H -2.5779 3.2750 1.4069 0.0729
H -4.2568 2.7056 1.3706 0.0904
H -3.9056 4.4365 1.2684 0.0904
H -4.9336 3.6985 -2.1950 0.0925
H -5.1406 4.7372 -0.7863 0.0903
H -5.6753 3.0610 -0.7091 0.0894
H -3.1743 -2.2397 -3.8872 0.0615
H -3.7948 -0.7785 -4.6714 0.0954
H -4.7955 -2.2370 -4.5887 0.0919
H -4.0773 -2.9728 -1.6389 0.0763
H -5.7065 -3.0132 -2.3153 0.0911
H -5.3814 -2.0580 -0.8625 0.0865
H -5.8329 0.4258 -3.6678 0.0919
H -6.4688 -0.0849 -2.0891 0.0911
H -6.6643 -1.1182 -3.5030 0.0905
H 2.9302 -4.0912 -2.3316 0.0901
H 3.4268 -3.6651 1.4010 0.0943
H 3.5940 -1.9074 1.5967 0.0607
H 5.0288 -2.9333 1.5541 0.0922
H 4.2588 -4.8083 -0.7245 0.0933
H 5.7985 -4.0051 -0.4204 0.0915
H 5.0349 -3.8368 -1.9970 0.0902
H 4.5934 -0.5128 -0.3241 0.0775
H 5.0854 -1.3159 -1.8272 0.0937
H 6.0120 -1.5676 -0.3410 0.0918
C -4.1416 -1.8342 2.9054 -0.0077
C -2.9671 -0.9318 3.0778 -0.2758
C -2.3578 -0.4319 4.2073 0.0432
C -1.2837 0.3511 3.7494 -0.2513
N -1.2182 0.3129 2.4203 0.0565
N -2.2426 -0.4752 2.0367 0.0763
C -0.2653 1.0852 4.5784 -0.0273
H -4.4925 -2.1706 3.8776 0.0855
H -3.8760 -2.7120 2.3147 0.0850
H -4.9658 -1.3240 2.4032 0.0846
H -2.6589 -0.5890 5.2307 0.1220
H -2.4274 -0.6103 1.0553 0.1399
H -0.2458 0.6529 5.5856 0.1338
H -0.5488 2.1319 4.6827 0.1419
H 1.4392 0.8187 5.3931 0.0145
```

Properties
- Total charge: +1
- HOMO-LUMO gap (alpha / beta): 0.16242 / 0.16233 hartree
- LUMO (alpha / beta): -4.5 / -4.5 eV

---

[2]
# C51H62BrN3O6PReS2

A molecular structure, C51H62BrN3O6PReS2 (the ωB97M-V functional and the def2-TZVPD basis, the OMol25 dataset).

```
127
Properties=species:S:1:pos:R:3:lowdin_charge:R:1
Re -1.2395 0.3705 0.3859 1.1427
C -6.0589 1.6108 1.0866 -0.0417
C -4.6694 1.8839 0.5185 -0.3777
C -4.5774 3.2911 -0.0654 -0.0453
C -4.3064 0.7855 -0.4905 -0.2475
C -5.0170 0.9174 -1.8338 -0.0383
O -4.0337 1.5863 -2.6623 0.0480
C -2.8601 1.4610 -2.0600 -0.3343
N -2.8790 0.8861 -0.8973 -0.0246
C -1.7251 2.1051 -2.7411 -0.1624
C -2.0107 3.2236 -3.5197 0.0069
C -0.9786 3.9413 -4.1057 -0.0446
C 0.3316 3.5356 -3.9177 -0.0408
C 0.6163 2.3988 -3.1686 -0.0551
C -0.4032 1.6684 -2.5762 -0.3169
P -0.1179 0.0829 -1.6945 0.9956
C -0.9658 -1.0035 -2.8782 -0.3442
C -0.8259 -0.8130 -4.2519 -0.0796
C -1.5809 -1.5634 -5.1410 -0.0665
C -2.4933 -2.4946 -4.6618 -0.0734
C -2.6344 -2.6895 -3.2943 -0.0728
C -1.8691 -1.9509 -2.4020 -0.1050
C 1.6734 -0.0962 -1.7526 -0.3656
C 2.3107 -0.7980 -2.7712 -0.0767
C 3.6931 -0.8836 -2.7842 -0.0544
C 4.4382 -0.2711 -1.7841 -0.0609
C 3.8028 0.4234 -0.7658 -0.0599
C 2.4172 0.5077 -0.7431 -0.0914
H -6.3199 2.3577 1.8365 0.0914
H -6.1132 0.6298 1.5633 0.0723
H -6.8289 1.6494 0.3113 0.0859
H -3.9496 1.8105 1.3337 0.1087
H -5.3630 3.4897 -0.7987 0.0888
H -3.6115 3.4831 -0.5383 0.0605
H -4.6917 4.0267 0.7312 0.0928
H -4.4805 -0.1971 -0.0567 0.1186
H -5.9010 1.5482 -1.8053 0.1286
H -5.2548 -0.0352 -2.3049 0.1394
H -3.0364 3.5387 -3.6495 0.1266
H -1.2015 4.8147 -4.7031 0.1148
H 1.1423 4.0941 -4.3676 0.1162
H 1.6436 2.0769 -3.0555 0.1108
H -0.1368 -0.0699 -4.6368 0.1162
H -1.4622 -1.4136 -6.2062 0.1126
H -3.0920 -3.0705 -5.3559 0.1116
H -3.3310 -3.4297 -2.9209 0.1123
H -1.9616 -2.1213 -1.3391 0.0774
H 1.7347 -1.3066 -3.5330 0.0982
H 4.1870 -1.4432 -3.5683 0.1119
H 5.5179 -0.3456 -1.7945 0.1095
H 4.3807 0.8883 0.0223 0.1084
H 1.9237 1.0239 0.0707 0.0806
C -0.4086 -5.2575 4.0066 -0.0577
C 0.9101 -5.1810 3.2574 -0.2248
N 0.7729 -5.4827 1.8342 -0.1178
C 0.5775 -6.8899 1.4619 -0.1983
C -0.8122 -7.1702 0.9136 -0.0721
C 0.8933 -4.5595 0.8797 -0.6331
S 1.0203 -2.8786 1.2955 0.9881
N 0.9511 -4.9760 -0.3917 0.1301
C 1.0135 -3.9904 -1.2973 -0.4420
O 0.7907 -2.7782 -1.0489 -0.1055
C 1.4527 -4.3664 -2.6765 -0.1427
C 2.6719 -5.0186 -2.8276 -0.0232
C 3.1464 -5.3213 -4.0949 -0.0732
C 2.3931 -4.9985 -5.2158 -0.0809
C 1.1648 -4.3699 -5.0635 -0.0697
C 0.6982 -4.0488 -3.7969 -0.0263
H -0.2492 -5.0487 5.0654 0.0830
H -0.8533 -6.2510 3.9262 0.0712
H -1.1108 -4.5217 3.6177 0.0650
H 1.6353 -5.8871 3.6688 0.1260
H 1.3431 -4.1873 3.3559 0.0596
H 0.7503 -7.4693 2.3687 0.1176
H 1.3392 -7.1658 0.7329 0.1180
H -1.5808 -6.8959 1.6377 0.0680
H -0.9161 -8.2331 0.6924 0.0787
H -0.9778 -6.6125 -0.0064 0.0635
H 3.2480 -5.2807 -1.9491 0.1174
H 4.0997 -5.8214 -4.2078 0.1057
H 2.7586 -5.2448 -6.2044 0.1046
H 0.5646 -4.1296 -5.9324 0.1030
H -0.2600 -3.5639 -3.6833 0.0809
C 0.5795 3.9034 7.0550 -0.0609
C -0.0041 4.3514 5.7151 -0.5576
C 0.6760 5.6635 5.3023 -0.0425
C -1.5085 4.5930 5.9004 -0.0436
C 0.1980 3.3052 4.6206 -0.1572
C -0.2871 3.5433 3.3391 -0.0658
C -0.1628 2.5364 2.4144 -0.5024
Br -0.6403 2.8478 0.5901 0.9860
C 0.3763 1.2691 2.6438 -0.3467
O 0.2365 0.2912 1.7097 -0.3490
C 1.0629 1.1121 3.8648 -0.0660
C 0.8907 2.1170 4.8208 0.0429
C 2.0030 -0.0583 4.1610 -0.5199
C 2.9156 0.2481 5.3561 -0.0620
C 2.9338 -0.2842 2.9586 -0.0511
C 1.1968 -1.3161 4.4914 -0.0442
H 0.3700 4.6624 7.8102 0.0894
H 1.6632 3.7783 7.0074 0.0894
H 0.1389 2.9648 7.3967 0.0911
H 0.5410 6.4189 6.0789 0.0887
H 0.2570 6.0627 4.3769 0.0774
H 1.7470 5.5165 5.1517 0.0925
H -1.6758 5.3520 6.6673 0.0881
H -2.0149 3.6766 6.2095 0.0921
H -1.9766 4.9419 4.9781 0.0771
H -0.7417 4.4858 3.0647 0.1116
H 1.3573 1.9648 5.7806 0.0890
H 3.4397 1.1985 5.2359 0.0948
H 3.6657 -0.5407 5.4326 0.0903
H 2.3742 0.2670 6.3035 0.0843
H 3.5194 0.6195 2.7646 0.0945
H 2.3996 -0.5415 2.0514 0.0210
H 3.6317 -1.0935 3.1832 0.0912
H 0.6520 -1.1842 5.4292 0.0971
H 1.8767 -2.1642 4.6112 0.0844
H 0.4727 -1.5495 3.7166 0.0241
C -4.2669 -1.7778 2.2823 -0.1085
S -2.5890 -1.2506 2.2041 0.4893
O -1.8958 -1.8879 3.2703 -0.2602
O -2.5653 0.2508 2.1929 -0.4125
O -2.0787 -1.5554 0.8067 -0.4758
H -4.7733 -1.1360 3.0016 0.0821
H -4.2674 -2.8058 2.6365 0.0797
H -4.7338 -1.7086 1.3044 0.0566
```

Properties
- Total charge: +1
- Multiplicity: 4
- ΔE to the lowest compared entry with this formula, charge and spin: 1.8 kcal per mole
- HOMO-LUMO gap (alpha / beta): 0.27696 / 0.26645 hartree
- Expectation value of S²: 3.766
- LUMO (alpha / beta): -2.5 / -3.1 eV

---

[3]
# C51H64N10O4

6 unconnected molecules or ions with the total composition C51H64N10O4 in a non-equilibrium geometry (the ωB97M-V functional and the def2-TZVPD basis, the OMol25 dataset).

```
129
Properties=species:S:1:pos:R:3:lowdin_charge:R:1
N 0.6677 1.4770 0.6429 -0.6698
O 1.7495 1.5400 0.1637 -0.0064
O -0.1835 2.2789 0.3560 -0.0255
O 0.4077 0.5064 1.4008 -0.0649
C 1.3400 5.1991 0.7233 0.0177
C 1.9596 5.3214 -0.6291 -0.3430
O 2.9388 5.9849 -0.9467 0.2006
N 1.1752 4.3696 -1.5462 0.1020
H 1.0010 3.4867 -1.0875 0.0943
H 0.2927 4.8148 -1.7538 0.1776
C 2.0475 4.1609 -2.8301 0.0512
H 0.2693 4.9997 0.6811 0.0826
H 1.3848 6.2167 1.1114 0.1197
H 1.8767 4.5388 1.4046 0.1052
H 2.5233 5.0367 -3.2715 0.1153
H 1.4713 3.5283 -3.5053 0.0954
H 2.9129 3.6863 -2.3676 0.0877
C 3.2508 -1.5816 3.4042 0.0437
N 4.2101 -1.1625 2.3903 -0.0778
C 5.1995 -2.0065 2.0170 0.0503
C 6.0311 -1.6354 0.9348 0.0773
C 5.9212 -0.3224 0.3958 -0.1476
C 4.8897 0.4708 0.8060 0.0381
C 4.0231 0.0095 1.7602 0.0192
C 6.7649 0.1222 -0.7031 -0.1372
C 6.2485 0.7741 -1.8673 0.0516
C 7.0343 1.0045 -3.0360 0.0258
N 8.3591 0.8482 -2.9734 -0.0730
C 8.9286 0.2466 -1.9116 0.0695
C 8.1695 -0.0793 -0.7201 0.0979
C 9.2324 1.2364 -4.1478 0.0784
H 3.7016 -1.7092 4.3883 0.1327
H 2.9673 -2.5525 2.9977 0.1099
H 2.3516 -0.9663 3.4331 0.0962
H 5.2595 -2.9694 2.5023 0.1604
H 6.8102 -2.3239 0.6429 0.1324
H 4.7625 1.4435 0.3543 0.1396
H 3.1681 0.5837 2.0851 0.1274
H 5.1966 0.9897 -1.9828 0.1112
H 6.6353 1.4112 -3.9535 0.1499
H 9.9779 0.0078 -2.0024 0.1640
H 8.7542 -0.4668 0.1011 0.1409
H 9.9412 1.9710 -3.7654 0.1274
H 8.6831 1.7691 -4.9241 0.1123
H 9.6760 0.3435 -4.5882 0.1252
C -1.8263 -3.9978 2.6863 0.0055
N -2.5057 -3.0607 1.7926 -0.1337
C -1.9495 -1.8229 1.5860 -0.0353
C -2.5099 -0.9696 0.6387 -0.0284
C -3.7679 -1.2408 0.0683 -0.1963
C -4.3824 -2.4561 0.4876 0.0218
C -3.7050 -3.4138 1.2403 0.0063
C -4.4283 -0.3389 -0.8817 -0.1950
C -4.5393 1.0370 -0.5141 -0.0072
C -5.2996 1.8616 -1.3618 -0.0143
N -5.9218 1.4540 -2.5123 -0.1133
C -5.7892 0.1516 -2.8544 0.0101
C -4.9720 -0.7243 -2.1183 0.0110
C -6.7824 2.3880 -3.2675 0.0396
H -0.8790 -3.6425 3.0919 0.0920
H -1.7890 -4.9767 2.2085 0.1111
H -2.4842 -4.0478 3.5540 0.1107
H -1.0393 -1.5690 2.1089 0.1042
H -1.9746 -0.0930 0.3050 0.0857
H -5.4033 -2.6075 0.1694 0.1275
H -4.1356 -4.3710 1.4947 0.1493
H -4.0640 1.5031 0.3363 0.0868
H -5.4635 2.9019 -1.1226 0.1320
H -6.3115 -0.1269 -3.7578 0.1513
H -4.9124 -1.7485 -2.4557 0.1282
H -6.6589 2.1568 -4.3256 0.1161
H -6.7619 3.4520 -3.0320 0.1127
H -7.7493 2.1311 -2.8348 0.1170
C -0.1141 2.2000 3.9505 0.0418
N -1.5674 1.9263 3.7580 -0.0632
C -2.2125 1.0725 4.5651 0.0168
C -3.6076 1.0491 4.5866 0.0802
C -4.3477 1.7699 3.6085 -0.1269
C -3.6578 2.6274 2.7749 0.0475
C -2.2756 2.7299 2.9184 0.0331
C -5.8123 1.6615 3.6295 -0.1525
C -6.6255 1.1248 2.5926 0.0723
C -8.0161 0.9815 2.6927 0.0381
N -8.5637 1.4116 3.8299 -0.0963
C -7.9155 1.9967 4.8341 0.0842
C -6.4756 1.9997 4.7716 0.0754
C -10.0376 1.4435 3.8993 0.0708
H 0.3090 2.8356 3.1725 0.0927
H 0.3915 1.2357 4.0019 0.0894
H -0.0643 2.5830 4.9697 0.1255
H -1.6883 0.6011 5.3832 0.1593
H -4.0304 0.4212 5.3569 0.1463
H -4.1660 3.3701 2.1778 0.1455
H -1.5974 3.3282 2.3281 0.1261
H -6.1751 0.7783 1.6742 0.1009
H -8.7366 0.5911 1.9893 0.1535
H -8.4561 2.2599 5.7313 0.1684
H -5.8677 2.3940 5.5725 0.1443
H -10.3990 0.8153 3.0851 0.1159
H -10.3337 2.4896 3.8214 0.1311
H -10.3011 1.1977 4.9280 0.1250
C 5.6025 -6.6537 -2.0632 0.0439
N 4.5051 -5.6811 -2.1955 -0.0586
C 3.2595 -6.0679 -2.4954 0.0613
C 2.3962 -5.0553 -2.8774 0.0793
C 2.7171 -3.6933 -2.7235 -0.1425
C 4.0219 -3.3614 -2.3475 0.0283
C 4.9453 -4.3459 -2.0846 0.0507
C 1.6714 -2.7058 -2.9527 -0.1252
C 1.0204 -2.5178 -4.1857 0.0918
C -0.0230 -1.5711 -4.2826 0.0594
N -0.3488 -0.7438 -3.2603 -0.0664
C 0.2857 -0.9249 -2.0779 -0.0009
C 1.2279 -1.9039 -1.8522 0.0628
C -1.2570 0.4067 -3.4704 0.0593
H 6.5705 -6.2189 -1.8139 0.1127
H 5.7119 -7.2182 -2.9892 0.1310
H 5.2920 -7.3405 -1.2758 0.1244
H 3.0723 -7.1261 -2.6023 0.1761
H 1.3860 -5.3229 -3.1498 0.1469
H 4.3268 -2.3478 -2.1330 0.1205
H 5.9265 -4.0679 -1.7289 0.1410
H 1.2957 -3.0676 -5.0737 0.1501
H -0.5954 -1.3876 -5.1798 0.1617
H 0.0492 -0.3291 -1.2088 0.1146
H 1.7090 -2.0233 -0.8927 0.1307
H -2.2719 0.0105 -3.4363 0.1044
H -1.0864 0.7953 -4.4744 0.1179
H -1.0424 1.1361 -2.6894 0.0989
```

Properties
- Total charge: +7
- Multiplicity: 2
- HOMO-LUMO gap (alpha / beta): 0.12030 / 0.27900 hartree
- Expectation value of S²: 0.768
- LUMO (alpha / beta): -15.5 / -15.5 eV